Entry 1:
Below is one molecule with the formula C2H5IN2 at a distorted geometry, with properties calculated with ωB97M-V/def2-TZVPD.

CARTESIAN COORDINATES (ANGSTROEM)
C  0.194  -0.989  0.334
C  -0.991  -0.041  -0.618
N  -0.162  0.395  0.499
N  0.917  1.197  0.095
I  -2.932  -0.123  -0.054
H  -0.419  -1.551  1.109
H  1.119  -1.265  -0.096
H  -0.754  0.370  -1.603
H  1.547  0.689  -0.621
H  1.480  1.318  0.956

## Properties
Highest occupied orbital energy in eV: -8.67
Molar mass in g/mol: 183.98
Multiplicity: 1
SMILES: NN1C[C@H]1I
Orbital gap in Ha: 0.3409
ΔE to the lowest compared entry with this formula, charge and spin in kcal/mol: 50.0

Atom charges from the natural (NBO) analysis, given in e for atoms 1 to 2: C -0.240; C -0.304

---

Entry 2:
Below is C2H5IN2 as an isolated structure at a distorted geometry, with properties calculated with ωB97M-V/def2-TZVPD.

CARTESIAN COORDINATES (ANGSTROEM)
C  1.139  -0.906  -0.300
C  -0.316  -0.415  -0.167
N  -0.355  0.629  0.735
N  -1.520  1.900  0.125
I  -1.747  3.265  1.452
H  1.165  -1.909  -0.717
H  1.693  -0.229  -0.944
H  1.609  -0.912  0.681
H  -0.907  -1.237  0.278
H  -0.761  -0.186  -1.143

## Properties
Highest occupied orbital energy (spin up / spin down) in eV: -8.61 / -8.61
Molar mass in g/mol: 183.98
Multiplicity: 1
Orbital gap (spin up / spin down) in Ha: 0.2482 / 0.2485
ΔE to the lowest compared entry with this formula, charge and spin in kcal/mol: 110.5

Atom charges from the natural (NBO) analysis, given in e for atoms 1 to 2: C -0.597; C -0.342

---

Entry 3:
Below is C2H5IN2 as an isolated structure at a distorted geometry, with properties calculated with ωB97M-V/def2-TZVPD.

CARTESIAN COORDINATES (ANGSTROEM)
C  -0.035  -1.880  -0.138
C  0.451  1.151  0.132
N  1.113  -1.471  0.217
N  1.606  -0.335  0.519
I  3.489  0.111  -0.032
H  0.041  -2.889  -0.347
H  -0.978  -1.211  0.004
H  0.685  1.485  -0.916
H  -0.545  0.692  0.379
H  0.841  1.892  0.904

## Properties
Highest occupied orbital energy in eV: -8.40
Molar mass in g/mol: 183.98
Multiplicity: 1
Orbital gap in Ha: 0.2956
ΔE to the lowest compared entry with this formula, charge and spin in kcal/mol: 68.1

Atom charges from the natural (NBO) analysis, given in e for atoms 1 to 2: C -0.216; C -0.463

---

Entry 4:
Below is C2H5ISi as an isolated structure at a distorted geometry, with properties calculated with ωB97M-V/def2-TZVPD.

CARTESIAN COORDINATES (ANGSTROEM)
C  0.523  -0.373  0.818
C  -0.280  -1.132  -0.097
Si  -0.113  0.868  -0.452
I  1.400  1.216  -2.410
H  -0.613  1.344  1.336
H  0.564  -0.658  1.826
H  0.347  -1.587  -0.916
H  -1.013  -1.866  0.206
H  -0.814  2.189  -0.312

## Properties
Highest occupied orbital energy in eV: -8.53
Molar mass in g/mol: 184.05
Multiplicity: 1
Orbital gap in Ha: 0.2912
ΔE to the lowest compared entry with this formula, charge and spin in kcal/mol: 99.1

Atom charges from the natural (NBO) analysis, given in e for atoms 1 to 2: C -0.443; C -0.728

---

Entry 5:
Below is a 2-piece molecular cluster, C2H5ISi overall at a distorted geometry, with properties calculated with ωB97M-V/def2-TZVPD.

CARTESIAN COORDINATES (ANGSTROEM)
C  -2.035  0.609  0.049
C  -1.243  -0.721  0.483
Si  -1.200  -0.415  -1.454
I  5.545  0.907  -1.030
H  -3.044  0.648  0.278
H  -1.466  1.392  0.585
H  -0.567  -0.369  1.237
H  -1.922  -1.495  0.871
H  5.931  -0.556  -1.019

## Properties
Highest occupied orbital energy in eV: -8.74
Molar mass in g/mol: 184.05
Multiplicity: 1
Orbital gap in Ha: 0.2935
ΔE to the lowest compared entry with this formula, charge and spin in kcal/mol: 69.0

Atom charges from the natural (NBO) analysis, given in e for atoms 1 to 2: C -0.885; C -0.925

---

Entry 6:
Below is one molecule with the formula C2H5ISi at a distorted geometry, with properties calculated with ωB97M-V/def2-TZVPD.

CARTESIAN COORDINATES (ANGSTROEM)
C  0.967  -1.053  0.371
C  0.479  -0.312  -0.540
Si  -0.544  1.216  -0.138
I  -2.640  -0.071  0.024
H  1.416  -2.088  0.147
H  0.951  -0.628  1.343
H  0.495  -0.745  -1.517
H  -0.996  2.357  -0.942
H  -0.128  1.325  1.252

## Properties
Highest occupied orbital energy in eV: -9.16
Molar mass in g/mol: 184.05
Multiplicity: 1
SMILES: C=C[SiH2]I
Orbital gap in Ha: 0.3513
ΔE to the lowest compared entry with this formula, charge and spin in kcal/mol: 8.3

Atom charges from the natural (NBO) analysis, given in e for atoms 1 to 2: C -0.345; C -0.626

---

Computed values of E_tot (unit: Eh) for the preceding records, in sequence: -486.27749, -486.18099, -486.24859, -666.21416, -666.26208, -666.35883.